No. 1
{"formula": "C49H38F10N4NaO3P", "method": "the ωB97M-V functional and the def2-TZVPD basis", "e_homo_ev": -5.405, "gap_ev": 3.611, "total_energy_ha": -3837.0844, "species": ["Na", "C", "C", "C", "C", "N", "C", "C", "C", "C", "C", "C", "C", "H", "H", "H", "H", "H", "H", "H", "H", "F", "C", "C", "C", "C", "O", "C", "C", "N", "C", "C", "C", "C", "C", "C", "N", "C", "C", "N", "C", "C", "C", "O", "O", "H", "H", "H", "H", "H", "H", "H", "H", "H", "H", "H", "H", "H", "H", "H", "H", "H", "H", "F", "C", "F", "F", "C", "C", "C", "C", "C", "C", "P", "C", "C", "C", "C", "C", "C", "C", "F", "F", "F", "C", "C", "C", "C", "C", "C", "C", "F", "F", "F", "H", "H", "H", "H", "H", "H", "H", "H", "H", "H", "H", "H"], "coordinates": [[-0.006, 0.780, 0.339], [-3.435, -0.639, 2.806], [-4.179, -1.482, 1.992], [-3.691, -1.822, 0.740], [-2.471, -1.296, 0.326], [-1.769, -0.463, 1.104], [-2.235, -0.148, 2.316], [-1.834, -1.637, -0.980], [-2.631, -1.702, -2.122], [-2.073, -1.994, -3.358], [-0.706, -2.203, -3.450], [0.087, -2.151, -2.306], [-0.440, -1.903, -1.036], [-3.780, -0.358, 3.794], [-5.123, -1.888, 2.336], [-4.229, -2.511, 0.102], [-1.615, 0.521, 2.909], [-3.696, -1.500, -2.049], [-2.700, -2.041, -4.241], [-0.255, -2.417, -4.415], [1.154, -2.328, -2.412], [3.951, -0.242, -5.309], [4.210, 0.324, -4.107], [3.184, 0.590, -3.250], [3.444, 1.224, -2.038], [2.322, 1.446, -1.108], [1.223, 0.934, -1.322], [2.647, 2.229, 0.061], [3.933, 2.535, 0.319], [4.992, 2.206, -0.489], [6.335, 2.478, -0.043], [6.700, 2.149, 1.371], [7.252, 1.323, 0.250], [4.755, 1.585, -1.700], [5.795, 1.251, -2.578], [5.534, 0.616, -3.777], [6.632, 0.272, -4.621], [7.286, 1.345, -5.342], [8.727, 0.940, -5.613], [8.719, -0.349, -6.391], [7.971, -1.437, -5.659], [6.557, -0.944, -5.414], [1.559, 2.496, 1.120], [1.938, 2.383, 2.302], [0.406, 2.715, 0.668], [2.158, 0.320, -3.484], [4.190, 3.039, 1.240], [6.775, 3.370, -0.477], [5.937, 1.706, 2.001], [7.363, 2.832, 1.884], [6.858, 0.321, 0.116], [8.299, 1.431, -0.009], [6.826, 1.445, -2.311], [7.279, 2.254, -4.745], [6.782, 1.568, -6.299], [9.234, 0.743, -4.672], [9.272, 1.691, -6.180], [9.668, -0.648, -6.598], [8.245, -0.186, -7.277], [8.476, -1.608, -4.711], [7.994, -2.342, -6.262], [6.014, -1.706, -4.869], [6.050, -0.794, -6.379], [3.785, -0.860, 6.871], [3.862, -2.064, 6.267], [3.371, -2.982, 7.136], [5.187, -2.347, 6.132], [3.146, -2.096, 4.959], [2.897, -3.325, 4.355], [2.232, -3.370, 3.140], [1.786, -2.211, 2.495], [2.063, -0.998, 3.126], [2.737, -0.924, 4.342], [0.641, -1.953, 0.733], [2.214, -2.558, -0.051], [3.254, -1.619, -0.140], [4.489, -1.948, -0.664], [4.729, -3.248, -1.101], [3.735, -4.206, -0.989], [2.496, -3.860, -0.465], [6.040, -3.571, -1.716], [6.296, -4.891, -1.765], [7.081, -2.980, -1.072], [6.121, -3.121, -3.024], [-0.313, -3.482, 1.242], [-0.679, -4.527, 0.388], [-1.487, -5.565, 0.823], [-1.962, -5.573, 2.129], [-1.603, -4.560, 3.001], [-0.778, -3.537, 2.557], [-2.842, -6.694, 2.575], [-3.472, -6.419, 3.738], [-3.797, -6.975, 1.656], [-2.142, -7.840, 2.764], [3.231, -4.237, 4.840], [2.056, -4.344, 2.683], [1.748, -0.068, 2.658], [2.931, 0.038, 4.802], [3.089, -0.627, 0.259], [5.279, -1.207, -0.731], [3.931, -5.225, -1.302], [1.746, -4.634, -0.363], [-0.366, -4.520, -0.648], [-1.766, -6.364, 0.145], [-1.974, -4.564, 4.019], [-0.490, -2.752, 3.248]]}

No. 2
{"formula": "C49H38F6N2O6P2PbS2", "method": "the ωB97M-V functional and the def2-TZVPD basis", "e_homo_ev": -3.189, "total_charge": -2, "gap_ev": 7.196, "total_energy_ha": -4722.2654, "species": ["Pb", "C", "C", "C", "C", "C", "C", "C", "P", "C", "C", "C", "C", "C", "C", "C", "C", "C", "C", "C", "C", "C", "C", "H", "H", "H", "H", "H", "H", "H", "H", "H", "H", "H", "H", "H", "H", "H", "H", "H", "H", "H", "H", "C", "C", "C", "C", "C", "C", "P", "C", "C", "C", "C", "C", "C", "C", "C", "C", "C", "C", "C", "H", "H", "H", "H", "H", "H", "H", "H", "H", "H", "H", "H", "H", "H", "O", "C", "N", "C", "O", "C", "C", "C", "C", "C", "C", "H", "H", "H", "H", "F", "C", "F", "F", "S", "O", "O", "N", "S", "O", "O", "C", "F", "F", "F"], "coordinates": [[-0.395, -1.098, 0.655], [-2.849, 3.906, 2.832], [-1.378, 3.617, 2.988], [-0.556, 4.563, 3.594], [0.811, 4.358, 3.731], [1.400, 3.194, 3.261], [0.593, 2.244, 2.653], [-0.784, 2.435, 2.517], [-1.671, 1.085, 1.687], [-2.889, 1.774, 0.533], [-4.207, 1.323, 0.573], [-5.105, 1.667, -0.425], [-4.687, 2.475, -1.469], [-3.381, 2.942, -1.503], [-2.460, 2.600, -0.520], [-1.048, 3.110, -0.609], [-2.543, 0.127, 2.959], [-2.735, 0.585, 4.261], [-3.231, -0.262, 5.239], [-3.526, -1.580, 4.907], [-3.337, -2.042, 3.616], [-2.849, -1.205, 2.605], [-2.614, -1.684, 1.229], [-3.151, 4.706, 3.510], [-3.467, 3.031, 3.035], [-3.083, 4.218, 1.811], [-1.003, 5.479, 3.967], [1.425, 5.112, 4.208], [2.469, 3.040, 3.368], [1.049, 1.338, 2.268], [-4.529, 0.672, 1.378], [-6.107, 1.262, -0.407], [-5.370, 2.714, -2.274], [-3.050, 3.556, -2.333], [-0.841, 3.479, -1.614], [-0.321, 2.324, -0.391], [-0.866, 3.919, 0.105], [-2.453, 1.598, 4.521], [-3.365, 0.094, 6.252], [-3.906, -2.256, 5.665], [-3.577, -3.068, 3.365], [-3.266, -1.176, 0.517], [-2.756, -2.758, 1.124], [3.787, -3.367, -0.980], [4.152, -2.257, -0.231], [3.487, -1.051, -0.419], [2.468, -0.945, -1.368], [2.109, -2.066, -2.114], [2.764, -3.274, -1.917], [1.648, 0.682, -1.507], [2.577, 1.461, -2.886], [2.441, 2.842, -3.037], [3.088, 3.514, -4.065], [3.899, 2.814, -4.947], [4.057, 1.444, -4.796], [3.397, 0.772, -3.775], [0.035, 0.274, -2.300], [-0.284, 0.662, -3.600], [-1.554, 0.421, -4.116], [-2.502, -0.222, -3.340], [-2.176, -0.616, -2.044], [-0.926, -0.364, -1.486], [4.289, -4.315, -0.823], [4.928, -2.302, 0.520], [3.760, -0.206, 0.206], [1.299, -1.997, -2.831], [2.468, -4.145, -2.489], [1.825, 3.391, -2.334], [2.968, 4.586, -4.168], [4.414, 3.337, -5.744], [4.696, 0.892, -5.475], [3.526, -0.298, -3.663], [0.455, 1.155, -4.221], [-1.792, 0.731, -5.128], [-3.497, -0.424, -3.721], [-2.935, -1.138, -1.477], [4.675, 3.345, 4.021], [5.266, 2.324, 3.680], [4.857, 1.385, 2.788], [5.812, 0.423, 2.692], [5.805, -0.578, 1.984], [6.967, 0.755, 3.625], [8.154, 0.111, 3.903], [9.008, 0.706, 4.833], [8.667, 1.905, 5.452], [7.461, 2.544, 5.158], [6.629, 1.943, 4.238], [8.405, -0.822, 3.414], [9.951, 0.231, 5.081], [9.349, 2.345, 6.171], [7.180, 3.477, 5.632], [-6.321, -5.303, -2.918], [-5.009, -5.162, -2.705], [-4.419, -4.909, -3.876], [-4.538, -6.333, -2.253], [-4.662, -3.843, -1.465], [-3.231, -3.792, -1.440], [-5.365, -4.260, -0.287], [-5.263, -2.606, -2.237], [-6.385, -1.628, -1.745], [-6.427, -0.493, -2.621], [-6.443, -1.414, -0.328], [-7.975, -2.492, -2.135], [-9.010, -1.683, -1.858], [-8.127, -3.607, -1.422], [-8.043, -2.808, -3.433]]}